1.
The following is a DFT calculation (wB97M-V/def2-TZVPD) of 8 unconnected molecules or ions with the total composition C52H41Br2NO17 at a distorted geometry.

As for the net charge: 0. The SMILES is CC(=O)N(C)[C@@H]1OC(=O)C[C@H]1/C(Br)=C(\C)Br.O=C1C=CC(=O)C=C1.O=C1C=CC(=O)C=C1.O=C1C=CC(=O)C=C1.O=C1C=CC(=O)C=C1.O=C1C=CC(=O)C=C1.O=C1C=CC(=O)C=C1.O=C1C=CC(=O)C=C1. For the energy, the calculation gives -8487.7194 hartree.

Last column: Mulliken charge in e.
Element x y z (Å)
C -3.447 0.605 0.819  -1.000
C -4.504 1.673 0.793  0.304
O -4.551 2.550 1.624  -0.561
N -5.431 1.593 -0.310  0.265
C -4.869 2.357 -1.440  -1.168
C -6.752 2.025 0.027  -0.261
O -7.035 3.446 -0.067  -0.359
C -8.360 3.495 0.313  0.326
O -9.248 4.011 -0.317  -0.601
C -8.386 2.729 1.617  -0.858
C -7.353 1.604 1.365  0.684
C -7.741 0.159 1.508  -0.267
Br -6.456 -0.846 2.500  -0.128
C -8.827 -0.422 0.993  0.526
C -9.831 0.297 0.137  -1.152
Br -9.182 -2.269 1.250  -0.193
H -3.687 -0.165 0.092  0.373
H -2.503 1.061 0.530  0.357
H -3.396 0.144 1.801  0.163
H -5.617 2.441 -2.217  0.402
H -4.020 1.800 -1.829  0.346
H -4.508 3.337 -1.137  0.375
H -7.393 1.580 -0.745  0.620
H -9.352 2.449 2.015  0.419
H -7.942 3.391 2.356  0.032
H -6.661 1.766 2.183  0.412
H -10.221 1.194 0.599  0.260
H -10.679 -0.359 -0.025  0.454
H -9.429 0.516 -0.848  0.274
O -2.591 4.851 6.708  -0.563
C -3.616 4.398 6.247  0.255
C -3.972 4.587 4.820  -0.592
C -5.098 4.089 4.317  0.075
C -6.044 3.323 5.166  0.678
O -7.070 2.866 4.707  -0.553
C -5.690 3.131 6.593  -0.507
C -4.563 3.629 7.095  -0.458
H -3.267 5.147 4.219  0.453
H -5.372 4.212 3.277  0.361
H -6.395 2.568 7.192  0.424
H -4.283 3.502 8.133  0.407
O -2.262 -1.397 2.807  -0.491
C -1.135 -1.344 3.258  0.342
C -0.401 -2.579 3.629  -0.479
C 0.832 -2.525 4.123  -0.565
C 1.524 -1.225 4.323  0.363
O 2.652 -1.181 4.764  -0.568
C 0.790 0.013 3.954  -0.456
C -0.446 -0.048 3.459  -0.032
H -0.926 -3.514 3.473  0.444
H 1.387 -3.412 4.399  0.427
H 1.310 0.948 4.106  0.491
H -1.002 0.840 3.183  0.531
O -11.059 8.635 -0.472  -0.542
C -9.957 8.445 -0.005  0.210
C -9.111 9.577 0.451  -0.467
C -7.900 9.372 0.962  -0.412
C -7.344 8.002 1.098  0.208
O -6.240 7.816 1.566  -0.551
C -8.191 6.874 0.643  -0.140
C -9.402 7.074 0.133  -0.025
H -9.535 10.567 0.343  0.415
H -7.266 10.183 1.300  0.418
H -7.762 5.888 0.748  0.356
H -10.028 6.259 -0.203  0.532
O 2.488 2.016 2.810  -0.527
C 3.097 1.830 1.776  0.463
C 3.428 0.463 1.307  -0.264
C 4.095 0.265 0.173  -0.253
C 4.533 1.408 -0.666  0.467
O 5.141 1.230 -1.702  -0.542
C 4.204 2.777 -0.198  -0.486
C 3.537 2.972 0.935  -0.486
H 3.103 -0.355 1.936  0.389
H 4.351 -0.724 -0.186  0.364
H 4.535 3.593 -0.827  0.416
H 3.283 3.960 1.298  0.423
O 5.713 -2.459 -0.403  -0.560
C 6.322 -2.638 -1.439  0.508
C 6.652 -4.006 -1.906  -0.363
C 7.319 -4.204 -3.039  -0.235
C 7.757 -3.062 -3.882  0.162
O 8.365 -3.245 -4.915  -0.477
C 7.427 -1.694 -3.413  -0.565
C 6.760 -1.496 -2.279  -0.238
H 6.320 -4.824 -1.279  0.420
H 7.566 -5.196 -3.396  0.567
H 7.757 -0.877 -4.042  0.474
H 6.505 -0.507 -1.919  0.290
O 7.164 -7.431 -2.495  -0.533
C 7.710 -7.828 -1.485  0.496
C 8.729 -7.008 -0.784  -0.087
C 9.324 -7.447 0.322  -0.438
C 8.994 -8.775 0.900  0.292
O 9.535 -9.173 1.907  -0.533
C 7.975 -9.594 0.196  -0.407
C 7.380 -9.154 -0.909  -0.447
H 8.956 -6.044 -1.221  0.429
H 10.070 -6.867 0.849  0.422
H 7.751 -10.558 0.633  0.401
H 6.635 -9.734 -1.438  0.417
O 8.898 -4.640 -10.858  -0.543
C 9.643 -4.703 -9.904  0.354
C 11.111 -4.842 -10.084  -0.393
C 11.930 -4.913 -9.039  -0.338
C 11.411 -4.856 -7.648  0.333
O 12.161 -4.920 -6.698  -0.548
C 9.945 -4.717 -7.468  -0.246
C 9.127 -4.646 -8.515  -0.339
H 11.466 -4.881 -11.106  0.405
H 13.002 -5.015 -9.147  0.402
H 9.585 -4.674 -6.448  0.514
H 8.055 -4.543 -8.406  0.413


2.
The following is a DFT calculation (wB97M-V/def2-TZVPD) of a molecular structure, C40H45F5N5O2P2S2Ti.

As for the net charge: +1. The energy above the lowest of the compared OMol25 structures with the same formula, charge and spin comes out at 0.00 kcal/mol. For the energy, the calculation gives -4803.3215 hartree.

Last column: Mulliken charge in e.
Element x y z (Å)
Ti 0.300 -0.129 -0.431  -0.423
C 3.681 -2.351 0.156  -1.774
C 4.097 -0.881 0.143  0.184
C 4.719 -0.517 -1.208  -1.554
P 2.728 0.289 0.529  2.694
C 3.569 1.939 0.671  1.297
C 2.647 2.979 1.308  -1.408
C 4.875 1.864 1.466  -1.521
C 2.129 -0.080 2.198  -0.665
C 2.853 -0.695 3.214  -0.547
C 2.239 -1.015 4.413  -1.037
C 0.889 -0.734 4.589  -0.909
C 0.155 -0.130 3.581  -0.105
C 0.773 0.216 2.380  -0.321
N 0.031 0.783 1.300  1.570
C -0.723 1.942 1.580  -0.338
C -0.482 2.740 2.701  -0.134
C -1.256 3.859 2.951  -0.992
C -2.291 4.209 2.098  -1.218
C -2.527 3.437 0.972  -0.577
C -1.741 2.322 0.688  0.138
P -1.966 1.165 -0.684  1.495
C -3.374 0.093 -0.126  0.897
C -4.739 0.775 -0.170  -1.507
C -3.101 -0.455 1.276  -1.624
C -2.555 2.002 -2.238  1.242
C -1.457 2.175 -3.286  -1.537
C -3.293 3.331 -2.072  -2.049
H 4.573 -2.969 0.030  0.640
H 3.001 -2.577 -0.668  0.245
H 3.195 -2.639 1.088  0.224
H 4.840 -0.727 0.929  0.713
H 4.012 -0.709 -2.017  0.235
H 5.594 -1.145 -1.380  0.539
H 5.041 0.524 -1.266  0.291
H 3.798 2.237 -0.355  0.027
H 2.482 2.738 2.360  0.324
H 1.678 3.059 0.824  -0.068
H 3.127 3.959 1.266  0.612
H 4.699 1.455 2.465  0.264
H 5.270 2.873 1.593  0.485
H 5.642 1.270 0.975  0.367
H 3.898 -0.937 3.064  0.492
H 2.803 -1.493 5.203  0.469
H 0.401 -0.997 5.519  0.495
H -0.897 0.087 3.720  0.568
H 0.317 2.486 3.383  0.511
H -1.044 4.465 3.823  0.451
H -2.904 5.077 2.300  0.456
H -3.334 3.714 0.314  0.368
H -3.377 -0.736 -0.835  0.305
H -4.763 1.654 0.477  0.313
H -5.496 0.079 0.197  0.458
H -5.026 1.069 -1.178  0.361
H -3.154 0.344 2.019  0.341
H -2.121 -0.925 1.348  -0.158
H -3.853 -1.203 1.530  0.651
H -3.254 1.252 -2.613  0.269
H -0.915 1.248 -3.460  0.042
H -0.760 2.961 -2.993  0.234
H -1.915 2.486 -4.227  0.600
H -2.615 4.117 -1.739  0.391
H -4.136 3.279 -1.387  0.385
H -3.681 3.630 -3.048  0.483
N -3.215 -6.210 3.230  -0.476
C -2.446 -5.448 2.402  1.022
C -2.182 -5.868 1.086  -0.921
C -1.437 -5.084 0.238  -0.549
C -0.945 -3.859 0.688  -0.446
C -1.182 -3.432 1.992  0.044
C -1.926 -4.219 2.841  -0.958
S -0.005 -2.891 -0.398  1.138
O 0.797 -3.723 -1.230  -0.818
O 0.735 -1.895 0.468  -0.778
N -0.845 -1.753 -1.162  0.331
C -1.633 -2.072 -2.258  -0.274
N -1.930 -3.356 -2.451  -0.436
C -2.674 -3.637 -3.516  -0.377
C -3.134 -2.659 -4.378  -1.050
C -2.801 -1.358 -4.051  -0.064
N -2.056 -1.049 -2.995  -0.035
H -3.423 -7.159 2.974  0.212
H -3.241 -6.001 4.211  0.218
H -2.567 -6.820 0.742  0.326
H -1.227 -5.405 -0.773  0.524
H -0.757 -2.502 2.348  0.165
H -2.102 -3.896 3.860  0.359
H -2.907 -4.684 -3.676  0.463
H -3.730 -2.897 -5.246  0.422
H -3.141 -0.524 -4.658  0.488
F 3.974 4.954 -3.295  -0.317
C 3.370 3.783 -3.134  0.720
C 2.349 3.649 -2.209  -0.483
F 1.961 4.688 -1.472  -0.351
C 1.753 2.415 -2.058  -1.070
F 0.778 2.281 -1.119  0.738
C 2.102 1.300 -2.797  1.644
S 1.223 -0.207 -2.627  -0.508
C 3.129 1.466 -3.718  -0.173
F 3.523 0.435 -4.462  -0.393
C 3.762 2.686 -3.885  0.300
F 4.746 2.814 -4.769  -0.298


3.
The following is a DFT calculation (wB97M-V/def2-TZVPD) of C3H3NO2 in the gas phase.

As for the net charge: 0. The energy above the lowest of the compared OMol25 structures with the same formula, charge and spin comes out at 55.26 kcal/mol. The SMILES is O=C[C@@H]1NC1=O. For the energy, the calculation gives -321.2896 hartree.

Last column: Mulliken charge in e.
Element x y z (Å)
O 0.782 1.510 0.525  -0.485
C 1.160 0.532 -0.080  0.009
C 0.230 -0.582 -0.426  -0.058
N -1.212 -0.339 -0.099  -0.462
C -0.523 -1.160 0.725  0.465
O -0.542 -1.820 1.718  -0.481
H 2.211 0.413 -0.400  0.342
H 0.420 -1.137 -1.343  0.353
H -1.457 0.606 0.200  0.317


4.
The following is a DFT calculation (wB97M-V/def2-TZVPD) of C4H7NO in the gas phase at a distorted geometry.

As for the net charge: 0. The energy above the lowest of the compared OMol25 structures with the same formula, charge and spin comes out at 57.79 kcal/mol. The SMILES is [H]/N=C/C(=O)CC. For the energy, the calculation gives -286.5396 hartree.

Last column: Mulliken charge in e.
Element x y z (Å)
H 1.903 -1.565 0.635  0.189
N 1.307 -0.856 0.247  -0.452
C 1.486 0.378 0.333  -0.149
C 0.443 1.120 -0.425  0.410
O 0.543 2.322 -0.641  -0.559
C -0.815 0.303 -0.713  -0.421
C -1.175 -0.692 0.359  -0.990
H 2.227 1.001 0.851  0.411
H -1.599 0.946 -0.851  0.406
H -0.594 -0.205 -1.607  0.252
H -1.167 -0.166 1.400  0.222
H -0.397 -1.538 0.251  0.286
H -2.162 -1.048 0.160  0.396